[1]
100
Properties=species:S:1:pos:R:3:forces:R:3 method="wB97M-V/def2-TZVPD" max_force_ev_per_a=0.68 molar_mass_da=775.9 relative_energy_kcal_mol=0.00 homo_lumo_gap_ev=8.1702 lumo_energy_ev=-1.658 e_tot_ha=-4838.5871 total_charge=+1 e_homo_ev=-9.83
Y -0.061 -0.544 0.022 -0.12 -0.50 0.30
C -2.724 0.751 1.363 -0.07 0.02 0.01
C -2.474 -0.161 2.557 0.00 -0.02 0.00
N -1.288 -1.006 2.334 0.04 0.03 -0.05
C -0.389 -1.105 3.491 0.02 0.01 -0.01
C 0.407 0.171 3.734 -0.03 0.01 0.05
S 1.277 0.763 2.249 0.08 0.00 -0.05
C 0.553 2.401 2.004 -0.02 0.08 -0.04
C -0.962 2.391 1.880 0.00 0.02 -0.01
N -1.464 1.377 0.932 -0.07 -0.02 -0.04
H -3.493 1.492 1.611 0.02 0.00 0.02
H -3.103 0.154 0.531 0.01 -0.01 0.00
H -3.366 -0.766 2.736 0.00 0.00 0.00
H -2.324 0.428 3.462 0.01 0.01 -0.01
H -1.601 -1.940 2.104 0.00 -0.01 0.06
H 0.301 -1.920 3.279 0.00 0.00 0.01
H -0.937 -1.353 4.409 -0.01 0.01 0.00
H 1.147 -0.018 4.510 0.01 0.00 -0.01
H -0.225 0.980 4.104 0.00 0.00 -0.01
H 1.019 2.742 1.077 0.00 -0.01 0.00
H 0.859 3.081 2.800 -0.01 -0.03 0.03
H -1.306 3.390 1.589 0.01 -0.01 -0.01
H -1.409 2.198 2.854 0.01 0.00 0.00
H -1.618 1.815 0.035 -0.04 0.09 -0.16
C -2.666 2.377 -2.311 0.03 -0.03 0.01
N -1.356 1.725 -2.218 -0.04 0.03 0.05
C -1.009 1.166 -3.528 0.02 -0.01 0.05
C -0.361 2.760 -1.867 -0.02 -0.04 -0.01
C 1.054 2.242 -1.750 0.04 -0.02 -0.04
C 2.033 2.984 -2.410 0.01 -0.02 -0.01
C 3.361 2.588 -2.385 0.01 0.03 -0.02
C 3.697 1.430 -1.706 0.04 -0.03 0.01
C 2.711 0.696 -1.055 -0.05 -0.01 0.08
C 1.350 1.064 -1.032 0.20 0.58 -0.30
H -2.664 3.176 -3.065 0.00 0.00 0.00
H -2.944 2.829 -1.355 0.03 -0.02 0.02
H -3.440 1.663 -2.586 -0.02 -0.06 -0.01
H -1.071 1.936 -4.310 0.00 0.00 -0.01
H -1.681 0.348 -3.783 0.00 0.00 0.00
H 0.008 0.783 -3.496 -0.01 0.01 0.00
H -0.685 3.241 -0.935 -0.01 -0.04 0.05
H -0.396 3.553 -2.628 0.00 0.01 0.01
H 1.753 3.878 -2.958 0.00 0.00 0.00
H 4.117 3.172 -2.894 0.00 0.00 0.00
H 4.728 1.097 -1.677 0.00 0.00 0.01
H 3.029 -0.205 -0.537 -0.02 0.00 0.03
C 2.538 -3.143 4.055 -0.03 0.00 0.01
Si 3.221 -3.174 2.309 0.21 0.07 0.13
C 4.727 -2.071 2.231 -0.01 0.04 -0.01
C 3.680 -4.930 1.870 -0.03 -0.01 -0.02
Se 1.733 -2.480 0.771 -0.10 -0.42 -0.19
H 3.262 -3.600 4.735 0.01 0.00 -0.01
H 1.605 -3.704 4.139 0.01 0.00 0.00
H 2.364 -2.123 4.406 0.00 0.00 -0.01
H 5.482 -2.372 2.961 -0.01 -0.01 0.00
H 4.453 -1.032 2.430 0.00 0.00 0.00
H 5.179 -2.109 1.237 0.00 0.00 0.00
H 4.396 -5.338 2.588 0.01 0.01 0.01
H 4.132 -4.971 0.877 -0.01 0.00 0.00
H 2.799 -5.573 1.864 0.01 0.00 0.00
O -0.480 -2.480 -3.974 0.00 -0.04 0.06
C 0.487 -1.992 -3.230 0.06 0.13 0.00
O 0.277 -1.473 -2.152 -0.12 -0.03 0.08
C 1.876 -2.086 -3.854 -0.04 0.07 0.00
N 1.747 -2.766 -5.155 -0.01 -0.01 0.00
C 2.514 -4.034 -5.109 0.01 -0.01 0.00
C 2.633 -4.331 -3.619 0.01 -0.04 0.01
C 2.827 -2.943 -3.013 0.04 0.01 0.00
H 2.231 -1.057 -3.948 0.00 0.01 0.02
H 2.035 -2.175 -5.923 -0.01 -0.01 0.01
H 0.021 -2.816 -4.777 0.03 0.02 -0.06
H 3.506 -3.903 -5.550 0.01 0.00 0.01
H 1.994 -4.812 -5.666 0.01 0.00 0.00
H 3.451 -5.012 -3.396 0.00 0.00 0.00
H 1.710 -4.786 -3.246 0.00 0.01 0.00
H 3.850 -2.598 -3.175 -0.01 -0.01 -0.01
H 2.616 -2.881 -1.948 -0.03 0.00 0.05
C -4.022 -2.395 -3.923 0.01 -0.01 -0.02
C -4.039 -1.086 -3.167 -0.01 0.03 0.05
N -3.141 -1.165 -2.024 0.05 -0.02 -0.03
C -2.751 -2.308 -1.395 0.03 -0.01 -0.02
N -1.939 -2.206 -0.364 -0.08 0.10 -0.11
C -1.736 -3.465 0.364 0.01 0.03 0.05
C -1.502 -4.615 -0.590 0.00 -0.01 -0.01
C -2.754 -4.777 -1.420 0.00 0.00 -0.02
N -3.246 -3.476 -1.873 -0.01 -0.01 0.02
C -4.253 -3.512 -2.929 -0.01 -0.02 0.02
H -3.053 -2.534 -4.406 -0.02 0.00 0.00
H -4.799 -2.401 -4.687 -0.01 0.01 0.00
H -5.057 -0.865 -2.829 0.00 0.01 -0.01
H -3.725 -0.263 -3.808 0.02 0.00 -0.01
H -2.659 -0.330 -1.732 -0.01 0.08 0.01
H -2.615 -3.686 0.989 0.00 0.00 0.01
H -0.868 -3.364 1.015 0.01 -0.01 -0.02
H -1.285 -5.542 -0.059 0.00 0.01 0.01
H -0.639 -4.377 -1.218 -0.01 0.00 0.00
H -3.535 -5.277 -0.838 0.00 0.00 0.00
H -2.565 -5.386 -2.306 0.01 0.00 0.00
H -5.259 -3.447 -2.499 0.00 0.01 0.00
H -4.174 -4.483 -3.417 -0.01 0.00 0.00


[2]
14
Properties=species:S:1:pos:R:3:forces:R:3 method="wB97M-V/def2-TZVPD" smiles="CN(CC(=O)O)N=O" max_force_ev_per_a=8.17 molar_mass_da=118.1 relative_energy_kcal_mol=113.29 homo_lumo_gap_ev=9.8652 lumo_energy_ev=0.192 e_tot_ha=-453.0205 e_homo_ev=-9.67
C -1.286 1.380 0.812 4.88 -0.92 -0.10
C 0.475 0.391 -0.903 -1.69 2.64 -2.62
C 1.529 -0.198 -0.142 6.19 2.80 4.53
H -0.378 2.048 0.788 -1.35 0.10 0.28
H -1.228 0.926 1.801 -0.10 -0.64 -0.23
H -2.185 1.886 0.759 -1.82 0.76 -1.03
H 0.264 -0.294 -1.735 0.44 0.42 -0.24
H 0.751 1.436 -1.309 0.06 -1.88 0.71
H 2.277 -1.213 1.155 -2.65 0.29 0.07
N -0.844 0.467 -0.308 -0.61 -0.09 0.91
N -1.416 -0.644 -0.635 -5.22 -2.00 2.77
O 1.272 -1.034 0.938 2.75 0.16 -2.11
O 2.700 0.348 -0.168 -4.17 -2.88 -0.72
O -2.471 -0.937 0.046 3.28 1.24 -2.22


[3]
103
Properties=species:S:1:pos:R:3:forces:R:3 method="wB97M-V/def2-TZVPD" max_force_ev_per_a=9.97 molar_mass_da=610.7 homo_lumo_gap_ev=4.4411 lumo_energy_ev=-1.285 e_tot_ha=-1974.6410 e_homo_ev=-5.73
C -4.395 5.213 8.562 -0.29 -0.79 0.03
C -4.652 3.706 7.960 -0.14 -0.15 0.12
C -3.802 2.531 8.743 -0.32 -0.40 -0.19
C -3.007 1.507 7.726 0.61 0.88 0.42
C -1.421 1.447 8.228 -0.53 -1.36 -0.69
C -0.688 0.227 7.389 -0.19 0.66 0.09
C -0.551 0.680 5.812 0.59 -0.42 -0.20
C 1.062 0.941 5.458 -1.04 0.04 -0.89
C 1.287 0.807 3.839 -0.34 -0.29 -0.51
C 1.895 -0.679 3.375 -0.93 1.77 0.06
C 1.591 -0.806 1.770 -0.51 -0.58 0.89
C 2.060 -2.216 1.078 -2.81 0.15 -0.99
C 3.153 -3.102 1.920 1.32 0.30 0.61
C 2.524 -4.015 3.131 -0.06 0.20 4.51
C 1.677 -5.417 2.943 -0.42 0.20 -1.39
N 2.742 -3.622 4.457 -0.95 -1.57 -5.39
O 0.860 -3.084 0.852 1.86 2.27 0.22
B 1.223 -3.943 -0.329 0.85 -1.92 1.91
O 2.462 -3.398 -0.925 -0.39 3.31 -0.44
C 2.392 -1.949 -0.539 2.60 -3.59 -1.09
C 3.934 -1.455 -0.923 0.14 0.76 0.46
C 4.052 0.143 -1.266 0.43 0.24 -0.27
C 3.602 0.567 -2.784 0.34 0.27 -0.24
C 4.103 -0.449 -3.970 -0.66 0.25 -0.67
C 3.364 0.074 -5.376 1.10 -0.14 0.04
C 3.911 -0.713 -6.718 -0.46 0.66 -0.69
C 3.023 -0.135 -8.007 0.29 0.65 0.65
O 1.892 -1.031 -8.312 1.29 1.16 -2.05
C 1.626 -0.978 -9.771 -0.10 -0.41 -0.01
C 1.163 -1.435 -1.510 -4.96 5.00 1.92
O 0.126 -0.658 -1.087 6.30 -4.80 -2.63
N 1.117 -1.758 -3.019 -2.86 -0.47 2.52
C -0.264 -2.375 -3.289 0.20 -8.15 -1.08
O -0.350 -3.712 -3.481 0.13 9.93 0.90
F -1.528 -1.610 -3.399 4.14 -1.56 0.42
H -3.223 5.371 8.653 -2.57 -0.11 -0.06
H -4.944 5.291 9.619 1.47 -0.05 -2.24
H -4.875 6.004 7.844 1.04 -1.43 1.42
H -5.789 3.432 8.069 2.14 0.68 -0.37
H -4.387 3.686 6.810 -0.48 0.07 2.31
H -4.567 1.873 9.367 1.71 1.55 -1.02
H -2.993 3.011 9.463 -1.82 -0.94 -1.39
H -3.462 0.424 7.705 0.90 2.13 0.20
H -3.088 1.942 6.636 0.30 -0.94 2.12
H -0.871 2.465 8.043 -1.12 -1.90 0.31
H -1.399 1.192 9.371 -0.09 0.58 -2.08
H 0.399 0.022 7.835 -2.44 0.34 -1.00
H -1.355 -0.757 7.493 1.53 2.14 -0.17
H -0.975 -0.163 5.082 1.04 1.73 1.62
H -1.194 1.657 5.575 1.53 -2.07 0.61
H 1.343 2.037 5.803 -0.39 -2.40 -0.46
H 1.700 0.110 5.980 -1.12 1.77 -0.81
H 1.966 1.685 3.435 -1.28 -1.81 0.75
H 0.234 0.889 3.285 2.17 0.07 1.24
H 3.035 -0.649 3.641 -2.24 -0.53 -0.45
H 1.275 -1.471 3.989 1.65 1.40 -1.32
H 0.405 -0.757 1.652 2.72 -0.10 0.02
H 2.068 0.108 1.215 -0.84 -1.69 1.02
H 3.817 -3.821 1.263 -1.73 1.45 0.97
H 3.923 -2.344 2.429 -1.72 -1.73 -0.86
H 0.637 -5.151 2.432 2.38 -0.52 0.87
H 1.422 -5.971 3.941 0.84 1.38 -1.57
H 2.231 -6.194 2.228 -1.18 1.90 1.47
H 2.272 -4.319 5.080 0.49 0.48 -0.83
H 0.358 -4.309 -1.034 -1.04 0.75 -0.82
H 1.606 -4.967 0.163 0.28 -1.09 0.16
H 4.644 -1.645 0.018 -1.84 0.28 -1.89
H 4.375 -2.152 -1.777 -1.19 1.59 1.75
H 5.177 0.502 -1.113 -2.36 -0.85 -0.31
H 3.392 0.759 -0.521 1.26 -1.19 -1.30
H 4.069 1.634 -3.043 -0.97 -2.24 0.64
H 2.435 0.716 -2.852 2.26 -0.53 0.13
H 3.795 -1.574 -3.798 0.53 2.32 -0.20
H 5.290 -0.462 -4.081 -2.58 0.25 0.20
H 2.177 -0.004 -5.292 2.63 0.01 -0.13
H 3.650 1.215 -5.530 -0.71 -2.27 0.38
H 3.837 -1.896 -6.625 -0.03 2.61 -0.28
H 5.037 -0.437 -6.983 -2.34 -0.56 0.93
H 3.708 0.086 -8.955 -1.41 -0.85 1.88
H 2.562 0.921 -7.712 1.01 -2.04 -0.48
H 1.228 0.075 -10.109 0.73 -1.92 0.70
H 0.824 -1.806 -10.013 1.64 1.73 0.55
H 2.626 -1.210 -10.338 -1.94 0.40 0.91
H 1.864 -2.440 -3.276 -1.25 0.06 0.42
C -1.626 1.289 -3.768 -0.38 0.25 0.46
C -2.543 1.300 -4.976 0.83 -0.40 -0.37
N -3.895 1.821 -4.719 -0.87 0.48 -0.17
C -4.503 2.065 -3.495 -0.03 -0.04 -0.70
C -5.774 2.495 -3.760 0.42 -0.21 -0.48
N -5.915 2.502 -5.134 0.49 -0.11 0.03
C -4.767 2.105 -5.702 -0.02 -0.08 1.12
C -7.116 2.870 -5.874 -0.18 0.07 -0.31
H -2.024 0.649 -2.975 0.26 0.03 -0.14
H -0.638 0.905 -4.043 -0.29 0.01 0.01
H -1.500 2.298 -3.362 0.05 -0.06 -0.09
H -2.657 0.282 -5.366 0.00 0.16 0.09
H -2.099 1.916 -5.766 -0.23 -0.08 0.09
H -3.965 1.901 -2.578 -0.13 0.03 0.05
H -6.602 2.793 -3.139 0.19 -0.06 0.15
H -4.578 2.017 -6.767 -0.04 0.00 0.29
H -7.422 2.024 -6.495 -0.03 0.20 0.11
H -6.893 3.733 -6.506 -0.14 -0.12 0.10
H -7.924 3.123 -5.183 0.29 -0.09 -0.09


[4]
50
Properties=species:S:1:pos:R:3:forces:R:3 method="wB97M-V/def2-TZVPD" max_force_ev_per_a=4.97 molar_mass_da=464.3 homo_lumo_gap_ev="6.7421 / 6.7445" lumo_energy_ev="-4.004 / -4.003" e_tot_ha=-1727.2717 total_charge=+1 e_homo_ev="-10.75 / -10.75"
C -1.526 3.425 -1.533 0.40 -0.89 0.44
C -1.348 2.086 -1.212 0.74 0.41 -0.05
C -0.027 1.503 -1.267 1.23 -0.52 0.33
C 1.065 2.309 -1.799 -0.64 -1.08 0.23
C 0.798 3.657 -2.161 0.00 0.80 -0.02
C -0.447 4.222 -1.971 0.47 -0.07 -0.38
C 2.320 1.681 -1.934 -0.09 -0.09 -0.46
C 2.477 0.285 -1.792 -0.99 0.00 0.26
C 1.348 -0.455 -1.276 -0.23 1.07 0.71
C 1.459 -1.891 -1.165 0.41 0.34 0.22
C 2.681 -2.510 -1.406 -0.87 0.56 0.42
C 3.801 -1.766 -1.821 0.28 0.84 -0.47
C 3.686 -0.409 -2.070 0.53 -0.35 -0.03
H -2.512 3.865 -1.390 0.15 -0.09 -0.27
H 1.614 4.258 -2.592 -0.41 -0.30 0.29
H -0.651 5.269 -2.211 0.29 -0.40 0.02
H 3.175 2.268 -2.290 -0.30 -0.16 0.24
H 2.783 -3.580 -1.215 -0.11 0.26 -0.27
H 4.745 -2.285 -1.989 -0.24 0.23 -0.01
H 4.534 0.166 -2.476 -0.43 -0.38 0.30
N 0.244 0.234 -0.748 -0.33 -0.23 -2.65
Y 0.205 0.286 1.878 -0.92 -0.26 -0.66
C -2.485 1.265 -0.735 -0.51 0.03 0.84
H -2.471 0.246 -1.128 0.00 0.08 -0.11
H -3.461 1.737 -0.940 0.38 -0.19 -0.10
C 0.278 -2.680 -0.693 -0.28 -0.17 0.13
H -0.657 -2.334 -1.160 0.32 -0.11 -0.04
H 0.412 -3.763 -0.895 -0.12 0.56 0.09
P -2.314 1.108 1.102 -0.61 0.36 -0.68
P 0.053 -2.418 1.118 0.05 -0.83 -0.57
C 1.387 -3.458 1.788 0.10 0.02 0.28
H 1.309 -3.445 2.879 0.08 -0.14 -0.08
H 1.318 -4.488 1.418 0.01 0.19 0.11
H 2.364 -3.036 1.517 -0.24 -0.12 0.00
C -1.475 -3.354 1.455 -0.04 0.06 0.15
H -1.362 -4.421 1.217 -0.03 0.32 0.05
H -1.712 -3.227 2.514 -0.08 -0.14 -0.04
H -2.300 -2.929 0.868 0.20 -0.13 0.11
C -2.529 2.819 1.715 0.34 -0.11 0.30
H -3.473 3.228 1.371 -0.13 0.21 0.05
H -2.499 2.794 2.817 -0.16 0.05 -0.36
H -1.692 3.454 1.378 -0.39 -0.26 0.03
C -3.812 0.211 1.571 0.27 -0.30 0.28
H -3.736 0.037 2.647 -0.31 -0.06 -0.07
H -4.701 0.786 1.323 -0.14 -0.07 0.03
H -3.822 -0.765 1.059 -0.07 0.39 0.18
C 2.406 -0.306 2.677 4.47 -0.68 2.08
O 3.453 -0.431 3.146 -3.32 0.40 -1.69
H 1.621 1.048 0.696 1.01 0.68 1.06
F -0.528 -0.299 3.716 0.28 0.28 -0.21


What did the fourth record say?
50
Properties=species:S:1:pos:R:3:forces:R:3 method="wB97M-V/def2-TZVPD" max_force_ev_per_a=4.97 molar_mass_da=464.3 homo_lumo_gap_ev="6.7421 / 6.7445" lumo_energy_ev="-4.004 / -4.003" e_tot_ha=-1727.2717 total_charge=+1 e_homo_ev="-10.75 / -10.75"
C -1.526 3.425 -1.533 0.40 -0.89 0.44
C -1.348 2.086 -1.212 0.74 0.41 -0.05
C -0.027 1.503 -1.267 1.23 -0.52 0.33
C 1.065 2.309 -1.799 -0.64 -1.08 0.23
C 0.798 3.657 -2.161 0.00 0.80 -0.02
C -0.447 4.222 -1.971 0.47 -0.07 -0.38
C 2.320 1.681 -1.934 -0.09 -0.09 -0.46
C 2.477 0.285 -1.792 -0.99 0.00 0.26
C 1.348 -0.455 -1.276 -0.23 1.07 0.71
C 1.459 -1.891 -1.165 0.41 0.34 0.22
C 2.681 -2.510 -1.406 -0.87 0.56 0.42
C 3.801 -1.766 -1.821 0.28 0.84 -0.47
C 3.686 -0.409 -2.070 0.53 -0.35 -0.03
H -2.512 3.865 -1.390 0.15 -0.09 -0.27
H 1.614 4.258 -2.592 -0.41 -0.30 0.29
H -0.651 5.269 -2.211 0.29 -0.40 0.02
H 3.175 2.268 -2.290 -0.30 -0.16 0.24
H 2.783 -3.580 -1.215 -0.11 0.26 -0.27
H 4.745 -2.285 -1.989 -0.24 0.23 -0.01
H 4.534 0.166 -2.476 -0.43 -0.38 0.30
N 0.244 0.234 -0.748 -0.33 -0.23 -2.65
Y 0.205 0.286 1.878 -0.92 -0.26 -0.66
C -2.485 1.265 -0.735 -0.51 0.03 0.84
H -2.471 0.246 -1.128 0.00 0.08 -0.11
H -3.461 1.737 -0.940 0.38 -0.19 -0.10
C 0.278 -2.680 -0.693 -0.28 -0.17 0.13
H -0.657 -2.334 -1.160 0.32 -0.11 -0.04
H 0.412 -3.763 -0.895 -0.12 0.56 0.09
P -2.314 1.108 1.102 -0.61 0.36 -0.68
P 0.053 -2.418 1.118 0.05 -0.83 -0.57
C 1.387 -3.458 1.788 0.10 0.02 0.28
H 1.309 -3.445 2.879 0.08 -0.14 -0.08
H 1.318 -4.488 1.418 0.01 0.19 0.11
H 2.364 -3.036 1.517 -0.24 -0.12 0.00
C -1.475 -3.354 1.455 -0.04 0.06 0.15
H -1.362 -4.421 1.217 -0.03 0.32 0.05
H -1.712 -3.227 2.514 -0.08 -0.14 -0.04
H -2.300 -2.929 0.868 0.20 -0.13 0.11
C -2.529 2.819 1.715 0.34 -0.11 0.30
H -3.473 3.228 1.371 -0.13 0.21 0.05
H -2.499 2.794 2.817 -0.16 0.05 -0.36
H -1.692 3.454 1.378 -0.39 -0.26 0.03
C -3.812 0.211 1.571 0.27 -0.30 0.28
H -3.736 0.037 2.647 -0.31 -0.06 -0.07
H -4.701 0.786 1.323 -0.14 -0.07 0.03
H -3.822 -0.765 1.059 -0.07 0.39 0.18
C 2.406 -0.306 2.677 4.47 -0.68 2.08
O 3.453 -0.431 3.146 -3.32 0.40 -1.69
H 1.621 1.048 0.696 1.01 0.68 1.06
F -0.528 -0.299 3.716 0.28 0.28 -0.21